DFT (wB97M-V/def2-TZVPD) results for 2 unconnected molecules or ions with the total composition C4H11OSi in a non-equilibrium geometry.

```
17
Properties=species:S:1:pos:R:3
C -1.38 -1.52 -1.29
C 0.79 1.74 -0.60
C 2.19 -1.16 0.41
C -2.13 0.80 1.47
O -0.38 -1.07 -0.64
Si 0.78 -0.05 -0.09
H -1.96 -0.85 -1.96
H -1.61 -2.62 -1.30
H 0.61 2.41 0.30
H 1.78 2.09 -0.94
H 0.08 1.91 -1.41
H 2.00 -1.54 1.34
H 2.45 -1.87 -0.45
H 3.15 -0.56 0.68
H -1.60 0.74 2.38
H -1.96 1.58 0.77
H -2.81 -0.03 1.33
```

net charge	+1
energy	-523.33358	Ha
energy above the lowest of the compared OMol25 structures with the same formula, charge and spin	2.9545	eV
molecular weight	103.22	g/mol